# 1
Computed, not measured: a structure of composition C38H22CuF9N3PS3, with ωB97M-V with the def2-TZVPD basis set.

The calculation puts the LUMO energy at 3.59 eV. The calculation puts the largest force on an atom at 0.4 eV/Å. The calculation puts the molar mass at 882.32 Da. Its total charge is -2.

Each line ends with the Mulliken charge.
CARTESIAN COORDINATES (ANGSTROEM)
1 Cu 1.4727 1.0804 -0.4499  -0.4435
2 N -1.0163 10.9929 -0.6555  -0.5945
3 C -0.7315 9.8775 -0.6472  0.0040
4 C -0.3772 8.4827 -0.6391  0.6124
5 C 0.3696 7.9647 0.4160  -0.8445
6 C 0.7111 6.6232 0.4123  -0.2449
7 C 0.3118 5.7895 -0.6296  -0.4310
8 C -0.4437 6.3207 -1.6747  -0.1833
9 C -0.7856 7.6605 -1.6888  -0.8448
10 C 0.6977 4.3470 -0.6342  -0.0834
11 C 2.0488 4.0995 -0.7187  0.9402
12 C 3.1273 5.0492 -0.8774  -0.5778
13 C 4.2752 4.3211 -0.9529  -1.0554
14 C 3.8832 2.9392 -0.8414  -0.2389
15 N 2.5917 2.8189 -0.7089  0.2286
16 C -0.3839 3.4310 -0.5665  0.5428
17 C -1.7463 3.7830 -0.3910  -0.5172
18 C -2.4691 2.6035 -0.3822  -1.4486
19 C -1.5177 1.5797 -0.5473  -0.1131
20 N -0.2818 2.0527 -0.6488  0.0177
21 H 0.6760 8.6071 1.2302  0.4254
22 H 1.2883 6.2047 1.2257  0.5317
23 H -0.7550 5.6684 -2.4792  0.5230
24 H -1.3637 8.0719 -2.5050  0.4234
25 H 3.0330 6.1212 -0.9477  0.4509
26 H 5.2803 4.6899 -1.0792  0.4097
27 H 4.5041 2.0549 -0.8747  0.4531
28 H -2.1381 4.7802 -0.2691  0.4915
29 H -3.5336 2.4796 -0.2666  0.4153
30 H -1.6978 0.5131 -0.6055  0.6077
31 S 4.7133 -2.4423 -0.4670  -0.4326
32 C 3.6911 -1.1239 -0.7577  0.1193
33 S 3.4405 -0.3897 -2.2873  -0.4579
34 S 2.7138 -0.5288 0.5658  -0.2432
35 F -6.3409 -4.4825 -1.0922  -0.2765
36 C -5.3683 -4.4743 -2.0332  0.8686
37 F -5.1851 -5.7709 -2.3853  -0.2675
38 F -5.8836 -3.8583 -3.1157  -0.2888
39 C -4.1075 -3.8323 -1.5423  0.4154
40 C -3.3872 -2.9661 -2.3495  -0.8630
41 C -2.2147 -2.4002 -1.8696  -0.4190
42 C -1.7345 -2.6935 -0.5975  -0.0004
43 C -2.4732 -3.5732 0.1954  -0.0100
44 C -3.6473 -4.1378 -0.2641  -1.0417
45 P -0.1131 -1.8682 -0.1284  0.2571
46 C 0.9163 -3.3609 -0.4252  1.0285
47 C 0.9776 -4.4766 0.4103  -0.1548
48 C 1.7464 -5.5704 0.0669  -1.2148
49 C 2.4705 -5.5585 -1.1225  0.5180
50 C 2.4272 -4.4555 -1.9546  -0.8620
51 C 1.6418 -3.3649 -1.6094  -1.1347
52 C 3.2827 -6.7640 -1.4839  0.8359
53 F 4.1381 -6.5470 -2.4965  -0.2852
54 F 4.0123 -7.2278 -0.4434  -0.2816
55 F 2.4986 -7.8113 -1.8710  -0.2825
56 C -0.3437 -1.8372 1.6893  0.3993
57 C 0.6824 -2.1653 2.5713  -0.1100
58 C 0.5313 -1.9636 3.9373  -1.0402
59 C -0.6421 -1.4149 4.4307  0.5051
60 C -1.6670 -1.0601 3.5598  -1.1036
61 C -1.5103 -1.2681 2.2043  -0.5723
62 C -0.8280 -1.1631 5.8953  0.7934
63 F -0.9349 0.1555 6.1839  -0.2706
64 F -1.9646 -1.7328 6.3729  -0.2773
65 F 0.1817 -1.6394 6.6486  -0.2954
66 H -3.7432 -2.7210 -3.3409  0.4122
67 H -1.6605 -1.7113 -2.4969  0.4211
68 H -2.1226 -3.8236 1.1889  0.3703
69 H -4.2075 -4.8176 0.3656  0.3789
70 H 0.4183 -4.4978 1.3370  0.3775
71 H 1.7972 -6.4281 0.7253  0.3673
72 H 3.0329 -4.4144 -2.8483  0.3862
73 H 1.6595 -2.4824 -2.2361  0.4724
74 H 1.6202 -2.5416 2.1872  0.6186
75 H 1.3419 -2.2164 4.6059  0.4444
76 H -2.5765 -0.6134 3.9396  0.3580
77 H -2.3092 -0.9727 1.5340  0.3812

# 2
Computed, not measured: a structure of composition C38H26Cl3HfN5O5S2 in a non-equilibrium geometry, with ωB97M-V with the def2-TZVPD basis set.

The calculation puts the LUMO energy at -0.66 eV. The calculation puts the largest force on an atom at 2.8 eV/Å. The calculation puts the molar mass at 981.64 Da.

Each line ends with the Mulliken charge.
CARTESIAN COORDINATES (ANGSTROEM)
1 Hf -11.0432 -3.0001 18.1196  2.1622
2 Cl -10.7756 -7.1038 24.4536  -0.2358
3 C -11.0257 -5.9435 23.2041  -0.2827
4 C -11.2227 -4.5899 23.4904  -0.2206
5 C -11.5139 -3.6312 22.5869  -1.1678
6 C -11.4501 -3.8705 21.2000  0.4563
7 O -11.6262 -2.9895 20.3188  -0.3975
8 C -11.3714 -5.2746 20.8631  1.2242
9 C -11.7064 -5.7220 19.5899  -0.6230
10 O -11.8855 -5.0780 18.5333  -0.5266
11 C -11.1987 -6.2695 21.8640  -0.5103
12 H -10.9748 -4.2971 24.4995  0.3604
13 H -11.7073 -2.6388 22.8973  0.4915
14 H -11.9297 -6.7846 19.4809  0.2622
15 H -11.1177 -7.2860 21.5060  0.3922
16 Cl -8.6838 -0.0281 14.7109  -0.2298
17 C -9.4329 -1.5352 14.3093  0.1261
18 C -9.2797 -2.0336 12.9984  -0.5173
19 C -9.7575 -3.2729 12.5899  0.5205
20 Cl -9.2366 -3.9886 11.1213  -0.2554
21 C -10.4485 -4.0694 13.5502  0.3938
22 C -10.9960 -5.3117 13.2544  -0.9238
23 C -11.6953 -5.9381 14.2117  -0.8123
24 C -11.7570 -5.4636 15.5869  -0.2982
25 N -11.2099 -4.2808 15.8641  -0.1830
26 C -10.5829 -3.5970 14.8531  0.0826
27 C -10.0719 -2.3169 15.3062  -0.1939
28 O -10.1247 -1.9863 16.5851  -0.2931
29 H -8.6724 -1.4799 12.3305  0.5089
30 H -10.8055 -5.8281 12.3758  0.4968
31 H -11.9893 -6.9715 14.0284  0.3397
32 H -12.2094 -6.1435 16.3343  0.3828
33 N -12.6057 -1.6841 18.1891  -0.5539
34 C -13.5807 -0.9671 18.5446  0.0644
35 C -14.9955 -1.4659 18.2038  0.2376
36 C -16.0756 -0.5818 17.9721  -0.1533
37 C -17.3028 -1.0183 17.5158  -0.8297
38 C -17.4447 -2.3368 17.1892  -0.4133
39 C -16.3954 -3.2386 17.4400  -0.6888
40 C -15.1796 -2.8202 17.9849  -0.2245
41 C -13.3796 0.2606 19.3511  0.5401
42 C -14.1887 0.6353 20.3973  0.0047
43 C -13.8931 1.7708 21.1184  -0.7887
44 C -12.7353 2.5119 20.8100  -0.2897
45 C -11.9285 2.1617 19.7459  -0.8902
46 C -12.2141 0.9893 19.0803  -0.3016
47 H -15.8770 0.5175 18.0266  0.3298
48 H -18.0818 -0.3125 17.4048  0.4541
49 H -18.3156 -2.8645 16.7879  0.3362
50 H -16.5715 -4.3077 17.3622  0.3649
51 H -14.3352 -3.4772 18.1166  0.4481
52 H -15.0945 -0.0059 20.6509  0.3629
53 H -14.4473 2.0665 22.0060  0.3796
54 H -12.5486 3.4069 21.4127  0.3717
55 H -11.0117 2.6985 19.5133  0.4146
56 H -11.5836 0.5860 18.2869  0.5999
57 N -4.8375 -5.5440 14.3063  -0.5837
58 C -5.6592 -5.5410 15.4293  0.8574
59 C -6.6638 -4.5996 15.5062  -0.8017
60 C -7.5392 -4.7003 16.5968  0.2121
61 C -7.3674 -5.6413 17.6356  -0.1670
62 C -6.3162 -6.5231 17.5734  -0.6422
63 C -5.4880 -6.4891 16.4295  -0.8197
64 S -8.4489 -5.6703 19.0007  1.0698
65 O -9.4916 -6.6115 18.6837  -0.6957
66 O -7.7400 -5.9150 20.1908  -0.7111
67 N -9.1084 -4.1661 18.9953  0.3893
68 C -8.5522 -3.0078 19.3854  0.5259
69 S -7.0439 -2.6022 20.1801  -0.0953
70 C -7.4771 -0.9031 20.0379  -0.3270
71 C -8.6440 -0.7816 19.3856  -0.8438
72 N -9.2807 -1.9551 19.0720  -0.0576
73 H -5.1067 -4.8260 13.5974  0.2285
74 H -3.7712 -5.5656 14.4438  0.2337
75 H -6.7673 -3.8812 14.7286  0.3367
76 H -8.3434 -3.9934 16.6391  0.2037
77 H -6.2345 -7.3248 18.3434  0.3841
78 H -4.6341 -7.1756 16.3655  0.3565
79 H -6.8313 -0.1060 20.4469  0.4041
80 H -9.3158 0.0811 19.2683  0.2388

What are the gap between HOMO and LUMO values for these records? In order: 4.49 7.26 eV.